# 1
Here is C18H19N3O2S in the gas phase from OMol25. Energies are from the ωB97M-V functional and the def2-TZVPD basis.

## Properties
Energy relative to the best compared isomer or geometry (same formula, charge and spin) in kcal per mole: 0.0
SMILES string: CCC(=O)Nc1cccc(NC(=S)NC(=O)Cc2ccccc2)c1
Spin multiplicity: 1
Charge: 0
Electronic energy in eV: -38376.8307

Last column: Löwdin charge in e.
Atoms and positions in Å:
S: 0.494 3.057 -1.782  0.69
O: -2.768 -2.851 1.148  0.08
O: 1.676 -1.139 -0.543  0.08
N: -0.287 0.668 -0.788  0.09
N: -4.367 -1.249 0.867  0.12
N: 1.929 0.959 -1.384  0.08
C: -2.358 2.002 -0.843  -0.05
C: -4.368 0.980 -0.001  -0.04
C: -3.712 2.056 -0.565  -0.08
C: -4.501 -4.699 2.282  -0.10
C: 0.645 1.493 -1.279  -0.78
C: 2.383 -0.274 -1.016  -0.43
C: -2.304 -0.251 0.018  0.06
C: 4.660 0.721 -0.787  -0.25
C: -1.649 0.842 -0.550  -0.21
C: 5.773 2.817 -1.200  -0.07
C: -3.661 -0.187 0.295  -0.22
C: 5.086 1.709 -1.667  -0.06
C: 6.035 2.951 0.152  -0.08
C: -3.911 -2.479 1.256  -0.47
C: 5.613 1.971 1.035  -0.07
C: 4.927 0.864 0.569  -0.03
C: 3.869 -0.461 -1.275  -0.05
C: -5.023 -3.336 1.848  -0.17
H: 4.005 -0.596 -2.351  0.13
H: -1.756 -1.151 0.246  0.11
H: -5.451 -2.806 2.703  0.12
H: -5.426 1.037 0.212  0.11
H: -5.349 -1.062 1.013  0.14
H: 4.176 -1.378 -0.769  0.13
H: -5.808 -3.454 1.096  0.12
H: 6.568 3.816 0.516  0.10
H: 2.606 1.626 -1.740  0.09
H: 0.073 -0.258 -0.529  0.12
H: -4.075 -5.223 1.431  0.08
H: -3.718 -4.579 3.026  0.08
H: 5.816 2.071 2.091  0.10
H: 6.100 3.576 -1.895  0.11
H: 4.595 0.102 1.259  0.12
H: -5.303 -5.299 2.704  0.07
H: -4.262 2.956 -0.793  0.11
H: -1.865 2.852 -1.282  0.02
H: 4.894 1.607 -2.727  0.12

---

# 2
Here is C18H19N3O3 in the gas phase from OMol25. Energies are from the ωB97M-V functional and the def2-TZVPD basis.

## Properties
Energy relative to the best compared isomer or geometry (same formula, charge and spin) in kcal per mole: 70.8
SMILES string: CCCCC#Cc1ccc(C(=O)NNC(=O)Nc2ccccc2)o1
Spin multiplicity: 1
Charge: 0
Electronic energy in eV: -29585.5725

Last column: Löwdin charge in e.
Atoms and positions in Å:
O: 2.880 -0.490 0.407  0.07
O: 1.146 3.669 -0.229  0.06
O: -1.335 1.194 0.450  0.11
N: 1.313 1.634 0.721  0.10
N: 4.754 0.848 0.268  0.13
N: 2.707 1.740 0.744  0.09
C: 5.795 -0.065 0.064  -0.22
C: 7.088 0.443 -0.047  -0.04
C: 7.948 -1.774 -0.356  -0.10
C: -6.957 -1.733 -0.499  -0.27
C: -0.829 2.383 0.045  -0.18
C: 6.664 -2.279 -0.245  -0.08
C: -1.837 3.188 -0.431  0.03
C: -4.163 -0.813 0.836  -0.02
C: 0.604 2.635 0.134  -0.42
C: -6.669 -0.312 -0.968  -0.11
C: -5.703 -2.514 -0.108  -0.21
C: 8.155 -0.409 -0.256  -0.09
C: 5.587 -1.436 -0.037  -0.02
C: 3.422 0.594 0.434  -0.51
C: -3.463 0.128 0.560  0.07
C: -4.989 -1.959 1.134  -0.20
C: -3.025 2.451 -0.307  0.01
C: -2.667 1.237 0.237  -0.27
H: -5.952 -0.320 -1.786  0.08
H: -7.584 0.160 -1.316  0.07
H: 9.153 -0.003 -0.340  0.10
H: 7.253 1.509 0.031  0.11
H: 4.589 -1.831 0.048  0.10
H: 2.973 2.658 0.393  0.14
H: 8.783 -2.439 -0.518  0.10
H: -6.256 0.288 -0.162  0.06
H: -5.993 -3.547 0.102  0.11
H: -5.729 -1.683 1.892  0.12
H: -5.004 -2.528 -0.947  0.12
H: 0.978 0.682 0.815  0.15
H: -1.716 4.180 -0.815  0.12
H: -7.642 -1.701 0.353  0.11
H: 6.493 -3.343 -0.322  0.10
H: -7.459 -2.276 -1.303  0.10
H: -4.344 -2.734 1.558  0.12
H: -4.015 2.755 -0.578  0.12
H: 5.047 1.812 0.345  0.15

---

# 3
Here is a molecular structure, C18H19N3O4 from OMol25. Energies are from the ωB97M-V functional and the def2-TZVPD basis.

## Properties
Energy relative to the best compared isomer or geometry (same formula, charge and spin) in kcal per mole: 443.0
Spin multiplicity: 1
Charge: 0
Electronic energy in eV: -31618.3908

Last column: Löwdin charge in e.
Atoms and positions in Å:
O: 0.136 -3.373 -1.917  -0.18
O: -0.866 -1.211 -4.711  0.11
O: 0.405 1.614 0.882  0.21
O: -2.542 2.655 0.250  0.16
N: -0.071 -1.003 -1.669  -0.03
N: -1.894 0.575 -0.178  -0.02
N: -0.762 1.161 2.551  0.13
C: -0.124 -3.248 -4.641  0.11
C: -1.458 -0.730 0.332  -0.08
C: 2.772 0.845 2.463  0.03
C: -2.194 1.640 0.667  -0.57
C: -1.726 0.689 -1.704  -0.07
C: 1.510 1.930 4.308  -0.02
C: -0.640 -2.743 -6.046  0.02
C: -0.507 0.161 -2.100  -0.27
C: 3.933 1.367 4.417  -0.19
C: 0.319 1.442 1.945  -0.68
C: -0.330 -2.067 -3.949  -0.27
C: -0.285 -2.045 -2.504  -0.11
C: 2.854 1.661 5.020  -0.15
C: -2.211 1.669 2.031  0.02
C: -1.079 -1.553 -5.799  -0.29
C: 1.470 1.500 2.981  -0.06
C: 3.780 0.571 3.347  -0.13
C: 0.015 -1.261 -0.213  0.01
H: 4.750 1.021 5.365  0.20
H: -2.745 0.778 2.378  0.15
H: -0.329 -3.220 -6.968  0.10
H: 2.676 2.225 6.159  0.17
H: -2.515 2.367 2.478  0.03
H: 0.451 -4.241 -4.320  0.16
H: 0.056 -2.226 0.125  0.10
H: 2.839 0.436 1.561  0.06
H: 0.275 0.888 -1.737  0.19
H: 4.621 0.243 2.815  0.10
H: -1.513 -0.817 1.381  0.09
H: -0.829 1.141 3.648  0.18
H: -0.575 0.223 -3.072  0.09
H: 0.513 -0.513 0.104  0.03
H: -1.450 -0.939 -6.480  0.11
H: -2.259 1.572 -1.919  0.10
H: -2.154 -1.582 -0.032  0.14
H: 0.556 2.423 4.748  0.12
H: -2.874 -0.026 -1.992  0.22

---

# 4
Here is C18H19N3O4 in the gas phase from OMol25. Energies are from the ωB97M-V functional and the def2-TZVPD basis.

## Properties
Energy relative to the best compared isomer or geometry (same formula, charge and spin) in kcal per mole: 62.6
SMILES string: CCOC(=O)Cc1cc(=O)n2[nH]c(C)c(-c3ccc(OC)cc3)c2n1
Spin multiplicity: 1
Charge: 0
Electronic energy in eV: -31634.8889

Last column: Löwdin charge in e.
Atoms and positions in Å:
O: -4.754 -1.804 0.582  -0.01
O: -3.622 -0.686 -1.000  0.13
O: 4.632 -2.712 0.121  -0.08
O: -2.466 4.350 0.086  0.04
N: -0.778 2.839 0.082  0.07
N: -0.970 0.590 0.707  0.17
N: 0.190 3.674 -0.355  0.14
C: 1.357 2.990 -0.456  -0.20
C: -3.825 -0.942 0.155  -0.49
C: -2.124 3.197 0.293  -0.42
C: -3.083 -0.348 1.339  -0.02
C: -4.765 -3.707 -0.941  -0.06
C: 1.626 -0.730 -0.181  -0.01
C: -2.864 2.069 0.738  0.06
C: 4.319 -0.298 0.316  -0.02
C: 2.572 3.669 -0.973  -0.01
C: 6.009 -2.576 0.373  -0.09
C: -0.245 1.596 0.280  -0.19
C: 1.143 1.686 -0.054  -0.05
C: 2.496 -1.793 -0.137  0.01
C: 3.858 -1.592 0.105  -0.28
C: 3.438 0.769 0.270  -0.03
C: 2.085 0.576 0.010  -0.17
C: -5.513 -2.491 -0.415  -0.22
C: -2.270 0.841 0.917  -0.28
H: -5.389 -4.240 -1.654  0.08
H: -4.510 -4.376 -0.122  0.08
H: 6.500 -1.964 -0.391  0.09
H: -5.731 -1.798 -1.234  0.12
H: 3.815 1.759 0.470  0.11
H: -6.439 -2.782 0.084  0.12
H: 2.150 -2.803 -0.289  0.12
H: 6.416 -3.585 0.340  0.09
H: 2.292 4.463 -1.663  0.08
H: 3.206 2.954 -1.489  0.09
H: 3.144 4.115 -0.159  0.09
H: -3.811 -0.092 2.109  0.13
H: -3.917 2.208 0.919  0.12
H: -2.413 -1.119 1.725  0.13
H: 6.196 -2.143 1.361  0.10
H: -0.044 4.625 -0.595  0.18
H: 5.360 -0.105 0.525  0.10
H: 0.576 -0.893 -0.359  0.10
H: -3.851 -3.393 -1.439  0.08

---

# 5
Here is C18H19NO6 in the gas phase from OMol25. Energies are from the ωB97M-V functional and the def2-TZVPD basis.

## Properties
Energy relative to the best compared isomer or geometry (same formula, charge and spin) in kcal per mole: 47.2
SMILES string: CCOc1ncccc1C(=O)OCC(=O)c1cc(OC)ccc1OC
Spin multiplicity: 1
Charge: 0
Electronic energy in eV: -32748.6709

Last column: Löwdin charge in e.
Atoms and positions in Å:
O: 1.240 -1.625 -0.068  0.12
O: 1.321 0.593 0.237  0.03
O: -1.241 0.016 0.544  0.12
O: 2.711 1.533 2.124  -0.01
O: -5.070 -1.674 -2.217  -0.08
O: -0.586 1.400 -3.254  -0.11
N: 3.447 0.127 3.770  0.13
C: -1.684 0.633 -3.015  -0.21
C: 3.148 -2.231 3.604  -0.06
C: -1.854 0.095 -1.727  -0.06
C: -2.988 -0.670 -1.445  0.06
C: -2.661 0.373 -3.975  -0.01
C: -5.281 -2.244 -0.945  -0.08
C: -3.766 -0.396 -3.684  0.02
C: -3.948 -0.931 -2.407  -0.27
C: 2.308 -0.788 1.873  -0.02
C: 1.571 -0.670 0.595  -0.44
C: 0.499 0.741 -0.904  -0.07
C: -0.917 0.267 -0.595  -0.30
C: 2.824 0.301 2.611  -0.28
C: 3.601 -1.095 4.249  -0.12
C: -0.418 1.977 -4.529  -0.07
C: 3.204 2.607 2.916  -0.22
C: 2.256 2.954 4.057  -0.07
C: 2.489 -2.062 2.397  0.01
H: 2.208 2.127 4.761  0.06
H: 0.497 1.804 -1.146  0.15
H: 0.512 2.540 -4.471  0.10
H: -5.375 -1.475 -0.172  0.10
H: 4.191 2.347 3.311  0.11
H: 2.099 -2.901 1.840  0.12
H: -0.329 1.214 -5.308  0.10
H: -6.217 -2.795 -1.023  0.09
H: -4.510 -0.595 -4.439  0.12
H: -3.069 -1.052 -0.439  0.12
H: 4.115 -1.149 5.200  0.11
H: -2.563 0.771 -4.973  0.10
H: 3.289 3.443 2.217  0.12
H: 3.297 -3.210 4.030  0.10
H: 0.900 0.167 -1.746  0.14
H: -1.238 2.659 -4.774  0.10
H: 1.259 3.144 3.667  0.08
H: -4.475 -2.933 -0.676  0.10
H: 2.612 3.840 4.573  0.07

---

# 6
Here is C18H19NO6 in the gas phase from OMol25. Energies are from the ωB97M-V functional and the def2-TZVPD basis.

## Properties
Energy relative to the best compared isomer or geometry (same formula, charge and spin) in kcal per mole: 47.6
SMILES string: CCOc1ncccc1C(=O)OCC(=O)c1ccc(OC)c(OC)c1
Spin multiplicity: 1
Charge: 0
Electronic energy in eV: -32748.6541

Last column: Löwdin charge in e.
Atoms and positions in Å:
O: -1.691 -0.488 1.212  -0.01
O: 2.914 -1.666 -1.383  -0.06
O: -1.015 2.058 1.178  0.01
O: 2.118 -1.573 1.079  -0.08
O: -1.037 2.973 -0.863  0.14
O: 1.582 4.313 0.439  0.12
N: -3.336 -1.125 -0.242  0.13
C: 1.588 0.792 0.911  0.05
C: -3.111 1.244 -1.626  0.01
C: -0.146 3.113 1.571  -0.07
C: 2.111 1.919 -1.150  0.00
C: 1.090 3.236 0.670  -0.35
C: -4.015 0.280 -2.042  -0.06
C: 1.930 -1.531 2.474  -0.08
C: 2.058 -0.397 0.392  -0.19
C: 2.539 0.722 -1.696  0.00
C: -2.461 -0.214 0.162  -0.28
C: 2.516 -0.445 -0.946  -0.19
C: -1.177 -2.875 0.993  -0.05
C: -1.846 -1.775 1.808  -0.22
C: 1.609 1.960 0.142  -0.16
C: -4.094 -0.883 -1.297  -0.12
C: 3.401 -1.785 -2.697  -0.08
C: -2.327 1.027 -0.499  -0.02
C: -1.398 2.106 -0.103  -0.43
H: 2.129 2.827 -1.733  0.13
H: 2.099 -2.549 2.822  0.10
H: 2.649 -0.858 2.951  0.10
H: 2.640 -1.508 -3.435  0.10
H: -4.637 0.430 -2.908  0.10
H: -2.912 -1.990 1.926  0.12
H: 2.898 0.710 -2.713  0.11
H: 0.152 2.891 2.598  0.14
H: 4.296 -1.174 -2.852  0.10
H: -1.382 -1.679 2.792  0.11
H: -1.700 -3.002 0.049  0.07
H: -0.139 -2.625 0.788  0.06
H: -0.677 4.071 1.544  0.14
H: 3.656 -2.836 -2.821  0.09
H: 1.218 0.830 1.921  0.12
H: -3.000 2.181 -2.152  0.13
H: -4.789 -1.673 -1.549  0.11
H: 0.914 -1.222 2.738  0.08
H: -1.216 -3.808 1.547  0.08